The following is a quantum chemistry calculation of CH4NO3Sn3 as an isolated structure at a distorted geometry, from OMol25.

```
12
CH4NO3Sn3 | OMol25 | the ωB97M-V functional and the def2-TZVPD basis
Sn -0.4212 -2.5770 1.1595
Sn -3.2287 -1.2515 -0.6141
Sn -1.6330 0.8365 2.1239
O -1.5156 -0.6807 0.5641
H -0.6835 -0.4329 0.1161
C 1.3606 0.8493 -1.0360
N 0.7150 0.2641 0.1923
O 0.8761 -0.9290 0.5036
O 0.0563 1.0452 0.9429
H 0.5066 1.2085 -1.6103
H 1.8883 0.0269 -1.5189
H 2.0791 1.6408 -0.8231
```

Computed properties:
Max |F| (eV Å⁻¹): 5.36
Total energy (eV): -26147.6843
Total charge: +5
Kohn-Sham gap (eV): 9.212

These are the natural (NBO) partial charges, in e, on atoms 1 to 5: atom 1 (Sn): 1.9003, atom 2 (Sn): 1.9703, atom 3 (Sn): 1.8831, atom 4 (O): -1.4527, atom 5 (H): 0.5059